# C39H46F6N5O4S

C39H46F6N5O4S as an isolated structure at a distorted geometry (ωB97M-V/def2-TZVPD, OMol25).

Its net charge is +1. The calculation puts the HOMO-LUMO gap at 0.2273 Eh. As for the total energy: -83961.4777 eV.

```
101
Properties=species:S:1:pos:R:3:forces:R:3
F -5.6020 2.8190 4.7916 0.711 -0.938 0.870
C -4.8910 1.9334 5.5657 -0.668 0.582 0.438
F -4.1212 2.6653 6.4194 -0.645 -0.532 -0.593
F -5.8035 1.2392 6.3232 0.879 0.753 -0.736
C -4.0657 1.0039 4.7132 0.116 -0.029 -0.083
C -2.6885 0.9027 4.8799 0.021 -0.284 -0.355
C -1.9492 0.0462 4.0347 -0.727 0.147 0.304
N -0.5727 -0.0726 4.2854 1.422 -0.298 -0.352
C 0.4037 -0.7084 3.5522 -0.470 0.007 0.242
S 0.1800 -1.6034 2.1616 -0.168 -0.315 0.309
N 1.6693 -0.5542 4.0623 0.760 -0.246 0.294
C 2.8557 -1.0463 3.3437 -0.170 -0.495 -0.012
C 2.9496 -0.3917 1.9610 0.857 0.354 -0.317
C 3.2743 1.1051 2.1014 -0.230 0.425 0.614
C 4.6764 1.3397 1.4819 -0.942 0.442 -0.865
C 5.3342 -0.0398 1.4214 -0.319 0.251 0.193
N 4.1169 -0.9675 1.2065 -0.258 -0.404 1.017
C -2.5944 -0.6783 3.0358 -0.460 -0.336 -0.367
C -3.9854 -0.5834 2.9265 0.023 0.292 0.452
C -4.7307 -1.4275 1.9336 -0.543 -0.316 -1.015
F -5.5794 -0.6528 1.1721 0.779 -0.988 0.774
F -3.8855 -2.0754 1.0687 -0.856 0.492 0.754
F -5.5015 -2.3833 2.5439 0.753 0.923 -0.633
C -4.7361 0.2524 3.7526 0.350 -0.187 -0.154
H -2.1964 1.4840 5.6615 -0.102 -0.167 -0.238
H -0.2135 0.4539 5.0747 -0.297 -0.003 -0.178
H 1.7980 -0.4439 5.0704 -0.253 0.089 -0.588
H 3.7517 -0.8308 3.9406 -0.300 0.425 -0.062
H 2.9075 -2.1391 3.2278 -0.655 0.046 0.046
H 2.0372 -0.6180 1.3849 0.669 0.245 0.476
H 2.4519 1.7271 1.7211 0.500 -0.065 -0.409
H 3.2833 1.3844 3.1673 0.130 -0.305 -0.219
H 4.5478 1.6461 0.4369 -0.065 0.207 0.099
H 5.2286 2.1718 1.9694 -0.109 -0.942 -0.151
H 6.0637 -0.1028 0.5885 -0.664 -0.108 0.517
H 5.8644 -0.2006 2.3786 -0.384 -0.651 -0.442
H 4.2026 -1.9513 1.3842 0.667 -0.371 1.133
H -2.0277 -1.3286 2.3485 -0.689 0.579 0.713
H -5.8175 0.3213 3.6570 0.221 -0.016 -0.039
C -5.8342 0.4951 -2.5591 0.270 0.232 0.540
O -5.5835 1.6166 -1.6853 -0.164 -0.694 0.281
C -4.4466 1.6306 -0.9452 0.314 0.715 0.205
C -3.5098 0.6001 -0.8545 0.028 -0.119 -0.850
C -2.1911 0.9056 -0.5324 -0.528 -0.175 0.623
C -1.1181 -0.1045 -0.8234 -0.098 -0.542 0.034
C -0.2770 0.3199 -2.0394 -0.934 1.035 -0.092
C -1.0539 0.3116 -3.3769 -0.410 0.281 0.342
O -2.1015 0.8932 -3.6420 1.415 -0.729 0.341
N -0.3364 -0.4808 -4.2277 -0.542 0.415 0.482
C -0.8558 -0.7609 -5.5362 0.451 -0.429 -0.194
C 0.8065 -1.1882 -3.6631 -0.069 0.164 0.494
C 0.5444 -2.7071 -3.5615 -0.193 -0.032 -0.009
C 2.0836 -0.9384 -4.5047 -0.058 0.245 0.017
N 0.8376 -0.5393 -2.3180 1.064 -0.727 0.841
C 1.7694 -0.7859 -1.3586 0.435 0.002 -1.326
C 2.8091 -1.6579 -1.4728 -1.031 0.052 0.108
C 4.0069 -1.4919 -0.6115 0.142 3.136 -1.875
C 5.0505 -2.5310 -0.7989 0.197 -0.833 0.565
C 6.2216 -2.6009 -0.0179 0.681 -0.766 -0.840
C 7.2667 -3.4637 -0.4122 -0.332 0.080 0.164
C 7.1584 -4.2879 -1.5341 -0.277 0.473 -0.191
C 5.9520 -4.2929 -2.2398 -0.597 0.100 0.309
C 4.8568 -3.5279 -1.7914 1.232 0.430 -0.064
C -1.8479 2.1700 -0.0561 0.524 0.404 -0.304
C -2.7979 3.1946 -0.0566 -0.699 -0.446 -0.157
O -2.5561 4.5255 0.0791 0.714 0.018 0.626
C -1.2133 4.9764 0.3490 -0.656 -0.414 -0.135
C -4.1413 2.8806 -0.3650 0.428 0.235 -0.939
O -5.0850 3.8651 -0.3421 -0.091 0.294 -0.395
C -5.1888 4.7117 -1.5250 0.187 -0.654 0.702
H -6.7358 0.7775 -3.1054 0.177 -0.169 0.062
H -4.9895 0.3393 -3.2472 -0.197 0.109 0.187
H -6.0095 -0.4192 -1.9731 -0.028 0.222 -0.191
H -3.7604 -0.3969 -1.2248 0.158 0.377 -0.032
H -0.4661 -0.2553 0.0524 -0.103 0.145 -0.381
H -1.5700 -1.0799 -1.0531 0.037 0.111 0.165
H 0.0449 1.3549 -1.8406 0.086 -0.168 -0.240
H -1.6534 -0.0588 -5.7753 0.135 -0.077 0.114
H -0.0284 -0.6644 -6.2317 -0.103 0.016 -0.449
H -1.2233 -1.7861 -5.5613 -0.213 -0.033 -0.243
H -0.4354 -2.9349 -3.1097 0.237 0.237 -0.375
H 0.6371 -3.1403 -4.5719 -0.256 0.005 0.505
H 1.2747 -3.1960 -2.9106 -0.100 0.024 -0.283
H 2.1008 0.0886 -4.9010 -0.233 -0.416 -0.056
H 3.0197 -1.0276 -3.9420 -0.351 -0.214 0.007
H 2.0929 -1.6931 -5.3070 0.160 0.556 0.089
H 1.7755 -0.2005 -0.4600 -0.678 0.686 0.035
H 2.6889 -2.2718 -2.4049 1.117 0.237 1.858
H 4.2638 -0.3736 -0.6058 0.514 -2.115 -1.446
H 6.3447 -2.0343 0.8996 0.165 -0.085 -0.440
H 8.2072 -3.4780 0.1315 -0.264 0.043 0.162
H 8.0069 -4.9046 -1.8566 -0.438 0.344 0.138
H 5.8336 -4.8655 -3.1633 0.025 -0.117 0.525
H 3.8855 -3.6626 -2.2489 0.357 0.116 -0.166
H -0.8031 2.3840 0.1879 -0.288 0.006 -0.149
H -1.3137 6.0561 0.4752 0.150 -0.210 0.010
H -0.8173 4.5177 1.2673 -0.107 0.141 -0.193
H -0.5463 4.7532 -0.4974 -0.167 0.032 0.187
H -6.0217 5.3721 -1.2899 0.111 0.042 -0.233
H -4.2575 5.2730 -1.6550 -0.206 -0.038 -0.041
H -5.4049 4.0937 -2.4034 0.014 0.180 0.134
```
Positions in Å, forces in eV/Å.

Mulliken population analysis, charges in e, atoms 1 to 99: number 1, F, carries -0.23; number 2, C, carries 0.77; number 3, F, carries -0.28; number 4, F, carries -0.25; number 5, C, carries 0.02; number 6, C, carries -1.08; number 7, C, carries 1.60; number 8, N, carries -0.16; number 9, C, carries 0.48; number 10, S, carries -0.30; number 11, N, carries -0.11; number 12, C, carries -1.32; number 13, C, carries 1.89; number 14, C, carries -0.89; number 15, C, carries -0.76; number 16, C, carries -0.90; number 17, N, carries -0.32; number 18, C, carries -0.35; number 19, C, carries -0.12; number 20, C, carries 0.80; number 21, F, carries -0.24; number 22, F, carries -0.27; number 23, F, carries -0.28; number 24, C, carries -1.45; number 25, H, carries 0.48; number 26, H, carries 0.25; number 27, H, carries 0.32; number 28, H, carries 0.55; number 29, H, carries 0.31; number 30, H, carries -1.46; number 31, H, carries 0.27; number 32, H, carries 0.45; number 33, H, carries 0.21; number 34, H, carries 0.46; number 35, H, carries 0.55; number 36, H, carries 0.42; number 37, H, carries 0.56; number 38, H, carries 0.27; number 39, H, carries 0.52; number 40, C, carries -0.73; number 41, O, carries -0.46; number 42, C, carries 0.84; number 43, C, carries -0.40; number 44, C, carries -0.05; number 45, C, carries 0.06; number 46, C, carries 0.17; number 47, C, carries 0.06; number 48, O, carries -0.71; number 49, N, carries 0.35; number 50, C, carries -1.04; number 51, C, carries 0.17; number 52, C, carries -1.32; number 53, C, carries -1.51; number 54, N, carries 0.36; number 55, C, carries -0.62; number 56, C, carries -0.44; number 57, C, carries 1.38; number 58, C, carries 0.67; number 59, C, carries -0.34; number 60, C, carries -0.95; number 61, C, carries -0.42; number 62, C, carries -0.79; number 63, C, carries -0.56; number 64, C, carries -0.22; number 65, C, carries 0.60; number 66, O, carries -0.42; number 67, C, carries -0.82; number 68, C, carries 0.28; number 69, O, carries -0.50; number 70, C, carries -0.65; number 71, H, carries 0.29; number 72, H, carries 0.25; number 73, H, carries 0.26; number 74, H, carries 0.36; number 75, H, carries -1.32; number 76, H, carries 0.55; number 77, H, carries 0.39; number 78, H, carries 0.34; number 79, H, carries 0.30; number 80, H, carries 0.35; number 81, H, carries 0.30; number 82, H, carries 0.51; number 83, H, carries 0.33; number 84, H, carries 0.40; number 85, H, carries 0.34; number 86, H, carries 0.43; number 87, H, carries 1.19; number 88, H, carries -0.79; number 89, H, carries 0.05; number 90, H, carries 0.47; number 91, H, carries 0.39; number 92, H, carries 0.39; number 93, H, carries 0.38; number 94, H, carries 0.53; number 95, H, carries 0.34; number 96, H, carries 0.28; number 97, H, carries 0.28; number 98, H, carries 0.31; number 99, H, carries 0.29